(1)
A 2-piece molecular cluster, C13H15O2 overall at a distorted geometry, computed with ωB97M-V with the def2-TZVPD basis set.

Orbital gap (alpha / beta) = 7.525 / 7.521 eV
Lowest unoccupied orbital energy (alpha / beta) = 3.40 / 3.40 eV
Total charge = -1
ΔE to the lowest compared entry with this formula, charge and spin = 3.075 eV

CARTESIAN COORDINATES (ANGSTROEM)
C  -3.238  -1.057  -1.579
C  -2.168  -1.845  -1.555
C  -3.122  0.312  -1.308
C  -0.853  -1.333  -1.139
C  -1.958  0.835  -0.796
C  -0.812  -0.019  -0.590
C  3.321  -0.899  -0.460
C  2.239  -0.553  -1.045
C  0.994  1.938  -0.793
C  -0.075  1.351  2.250
C  0.975  -0.844  1.887
C  0.856  0.554  1.371
C  0.346  0.638  -0.074
O  1.995  2.417  -0.248
O  0.340  2.348  -1.814
H  -4.295  -1.313  -1.789
H  -2.211  -2.896  -1.790
H  -4.018  0.979  -1.620
H  0.025  -1.903  -0.977
H  -1.771  1.895  -0.571
H  4.080  -1.308  -1.118
H  3.769  -0.473  0.470
H  1.896  -0.788  -2.015
H  0.251  1.320  3.323
H  -0.297  2.377  1.996
H  -1.011  0.769  2.385
H  1.321  -0.883  2.857
H  1.531  -1.455  1.282
H  0.009  -1.231  2.119
H  1.879  1.066  1.339

---

(2)
An isolated molecule of C18H17NO at a distorted geometry, computed with ωB97M-V with the def2-TZVPD basis set.

Orbital gap = 7.423 eV
Lowest unoccupied orbital energy = -0.38 eV
Total charge = 0
ΔE to the lowest compared entry with this formula, charge and spin = 0.394 eV

CARTESIAN COORDINATES (ANGSTROEM)
O  0.807  0.966  3.200
C  1.010  -0.076  2.590
C  -0.383  0.526  0.586
C  0.319  -0.426  1.313
C  -1.821  4.026  -3.024
C  -1.351  -0.773  -2.793
C  -1.441  4.157  -1.677
C  -0.931  -0.726  -1.501
C  -1.942  2.741  -3.571
C  -1.625  0.393  -3.494
C  -1.179  3.020  -0.899
C  -0.881  0.499  -0.811
C  -1.550  1.617  -2.842
C  -1.187  1.732  -1.489
N  0.593  -1.749  0.921
C  2.039  -1.886  0.658
C  0.177  -2.743  1.935
C  2.825  -1.605  1.994
C  0.882  -2.470  3.286
C  1.847  -1.238  3.138
H  -0.482  1.492  1.043
H  -2.085  4.941  -3.585
H  -1.466  -1.712  -3.300
H  -1.364  5.157  -1.196
H  -0.715  -1.672  -0.982
H  -2.304  2.649  -4.570
H  -1.914  0.328  -4.537
H  -0.948  3.157  0.153
H  2.237  -2.874  0.240
H  2.406  -1.212  -0.137
H  0.430  -3.740  1.548
H  -0.918  -2.748  2.042
H  3.443  -2.467  2.337
H  3.486  -0.780  1.748
H  1.439  -3.355  3.593
H  0.163  -2.198  4.055
H  2.386  -0.950  4.027

---

(3)
A 4-piece molecular cluster, C4H13O3S overall at a distorted geometry, computed with ωB97M-V with the def2-TZVPD basis set.

Orbital gap (alpha / beta) = 9.873 / 7.906 eV
Multiplicity = 2
Lowest unoccupied orbital energy (alpha / beta) = 0.22 / -1.83 eV
Total charge = 0
ΔE to the lowest compared entry with this formula, charge and spin = 0.000 eV

CARTESIAN COORDINATES (ANGSTROEM)
C  -1.780  -0.736  -1.115
O  -2.138  -1.853  -0.751
C  -0.480  -0.263  -0.947
C  -0.040  1.111  -1.362
C  1.490  1.171  -1.520
S  1.843  2.870  -1.993
H  -2.651  -0.142  -1.430
H  -3.558  0.892  3.030
H  0.250  -0.893  -0.476
H  0.279  -2.906  2.069
H  -0.440  1.246  -2.370
H  -0.460  1.841  -0.671
H  1.714  0.520  -2.356
H  1.970  0.823  -0.602
H  3.172  2.956  -1.993
H  2.382  -0.195  2.291
H  0.863  -0.324  2.067
O  1.563  -0.476  2.708
H  -2.856  0.707  2.847
H  -0.888  -2.875  1.099
O  -0.232  -3.476  1.476

---

(4)
C55H50ClIN4P3S2Ti as an isolated structure at a distorted geometry, computed with ωB97M-V with the def2-TZVPD basis set.

Orbital gap (alpha / beta) = 6.979 / 6.983 eV
Multiplicity = 2
Lowest unoccupied orbital energy (alpha / beta) = 0.13 / 0.14 eV
Total charge = 0
ΔE to the lowest compared entry with this formula, charge and spin = 1.146 eV

CARTESIAN COORDINATES (ANGSTROEM)
Ti  -0.293  -0.822  0.830
S  -0.501  -1.747  3.209
P  0.330  0.056  3.466
C  1.013  0.654  1.987
P  2.542  -0.096  1.668
S  2.497  -1.989  1.041
C  3.832  0.171  2.942
C  4.569  -0.866  3.491
C  5.570  -0.595  4.418
C  5.827  0.710  4.803
C  5.085  1.754  4.262
C  4.092  1.486  3.335
C  3.357  0.954  0.397
C  4.553  0.525  -0.173
C  5.219  1.327  -1.088
C  4.692  2.567  -1.435
C  3.505  3.001  -0.862
C  2.840  2.197  0.056
C  1.230  0.012  5.071
C  1.477  1.166  5.811
C  2.109  1.087  7.043
C  2.501  -0.143  7.550
C  2.263  -1.297  6.818
C  1.637  -1.219  5.582
C  -0.957  1.298  3.880
C  -0.688  2.648  3.649
C  -1.591  3.622  4.056
C  -2.783  3.251  4.670
C  -3.069  1.909  4.872
C  -2.155  0.935  4.487
H  4.361  -1.884  3.179
H  6.147  -1.409  4.841
H  6.600  0.916  5.534
H  5.284  2.776  4.562
H  3.514  2.293  2.899
H  4.940  -0.453  0.094
H  6.148  0.989  -1.532
H  5.212  3.195  -2.149
H  3.099  3.970  -1.130
H  1.901  2.503  0.505
H  1.158  2.130  5.434
H  2.292  1.991  7.612
H  2.995  -0.200  8.512
H  2.565  -2.262  7.205
H  1.437  -2.118  5.012
H  0.239  2.912  3.151
H  -1.367  4.672  3.902
H  -3.491  4.011  4.984
H  -4.001  1.617  5.343
H  -2.366  -0.118  4.641
I  1.443  -0.402  -1.935
C  1.331  0.173  -3.991
C  2.550  0.654  -4.384
C  2.790  1.062  -5.707
C  1.789  0.963  -6.619
C  0.511  0.481  -6.250
C  -0.480  0.410  -7.251
C  -1.738  -0.020  -6.959
C  -2.039  -0.383  -5.640
C  -1.112  -0.352  -4.620
P  -1.751  -0.890  -2.952
C  -2.444  -2.521  -3.464
C  -1.480  -3.526  -3.571
C  -1.826  -4.807  -3.968
C  -3.150  -5.108  -4.261
C  -4.115  -4.119  -4.156
C  -3.767  -2.834  -3.757
C  -3.180  0.248  -2.763
C  -4.312  -0.089  -2.020
C  -5.306  0.850  -1.774
C  -5.175  2.149  -2.241
C  -4.033  2.510  -2.945
C  -3.043  1.571  -3.194
C  0.224  0.078  -4.897
H  3.346  0.714  -3.652
H  3.765  1.440  -5.984
H  1.946  1.253  -7.652
H  -0.213  0.710  -8.258
H  -2.500  -0.080  -7.726
H  -3.047  -0.701  -5.414
H  -0.445  -3.286  -3.351
H  -1.065  -5.575  -4.048
H  -3.425  -6.109  -4.569
H  -5.148  -4.345  -4.392
H  -4.540  -2.080  -3.691
H  -4.420  -1.087  -1.613
H  -6.184  0.566  -1.207
H  -5.952  2.878  -2.048
H  -3.917  3.523  -3.309
H  -2.155  1.866  -3.742
Cl  -3.492  -1.768  1.860
C  -2.465  -0.874  0.654
H  -2.990  0.073  0.566
H  -2.638  -1.423  -0.278
C  -1.116  4.424  0.263
N  -1.908  3.197  0.270
C  -3.308  3.254  0.691
C  -1.317  2.041  0.126
N  -0.807  1.016  -0.015
H  -1.796  5.265  0.149
H  -0.421  4.417  -0.577
H  -0.553  4.545  1.191
H  -3.382  3.664  1.697
H  -3.727  2.250  0.699
H  -3.875  3.869  -0.008
C  0.915  -5.902  -1.428
N  0.193  -4.910  -0.655
C  -0.773  -5.137  0.299
C  -1.119  -3.916  0.779
N  -0.383  -2.940  0.138
C  0.394  -3.585  -0.713
H  0.442  -6.872  -1.298
H  1.951  -5.967  -1.097
H  0.901  -5.643  -2.486
H  -1.119  -6.126  0.549
H  -1.844  -3.676  1.536
H  1.132  -3.150  -1.365

---

(5)
A 2-piece molecular cluster, C5H9NO4 overall at a distorted geometry, computed with ωB97M-V with the def2-TZVPD basis set.

Orbital gap = 10.061 eV
Lowest unoccupied orbital energy = -0.66 eV
Total charge = 0
ΔE to the lowest compared entry with this formula, charge and spin = 2.750 eV

CARTESIAN COORDINATES (ANGSTROEM)
C  -4.367  0.463  0.167
C  -2.960  0.608  0.714
O  -2.284  -0.633  0.789
C  -2.129  1.634  -0.104
O  -2.673  2.912  -0.025
C  -0.669  1.654  0.352
O  -0.229  2.500  1.083
C  0.233  0.578  -0.155
N  0.982  -0.317  -0.207
H  -4.929  -0.247  0.786
H  -4.887  1.428  0.183
H  -4.345  0.096  -0.870
H  -3.006  0.978  1.751
H  -2.378  -1.131  -0.029
H  -2.146  1.332  -1.164
H  -2.624  3.236  0.882
O  2.093  1.217  -2.410
H  2.077  0.312  -1.925
H  1.217  1.411  -2.786

---

(6)
An isolated ion of composition C11H22N3 and charge +1 at a distorted geometry, computed with ωB97M-V with the def2-TZVPD basis set.

Orbital gap = 9.819 eV
Lowest unoccupied orbital energy = -2.45 eV
Total charge = +1
ΔE to the lowest compared entry with this formula, charge and spin = 0.000 eV

CARTESIAN COORDINATES (ANGSTROEM)
C  -1.177  0.841  -1.110
C  -1.808  0.061  -0.196
C  0.344  -0.096  0.261
C  2.091  2.449  -0.983
C  0.455  2.210  -2.925
C  1.943  0.343  -2.358
C  -2.756  -1.716  1.722
C  -0.878  -0.853  3.122
C  -0.474  -2.770  1.535
C  1.152  1.459  -1.789
C  -1.219  -1.422  1.721
N  0.183  0.853  -0.878
N  -0.875  -0.603  0.568
N  1.594  -0.279  0.685
H  -1.731  1.398  -1.749
H  -2.919  -0.132  -0.158
H  2.881  2.733  -1.759
H  1.500  3.312  -0.831
H  2.370  2.019  -0.076
H  0.300  1.423  -3.653
H  -0.495  2.660  -2.680
H  1.005  2.958  -3.344
H  2.707  0.608  -3.150
H  2.616  -0.171  -1.588
H  1.242  -0.542  -2.654
H  -2.966  -2.378  0.889
H  -3.000  -2.205  2.596
H  -3.449  -0.865  1.648
H  -1.507  0.009  3.411
H  -1.121  -1.525  3.951
H  0.160  -0.544  3.344
H  -0.113  -3.254  2.505
H  -0.720  -3.675  0.976
H  0.410  -2.440  1.123
H  2.274  0.455  0.209
H  1.983  -0.318  1.618

---

(7)
An isolated molecule of C3H8FOP at a distorted geometry, computed with ωB97M-V with the def2-TZVPD basis set.

Orbital gap = 8.788 eV
Lowest unoccupied orbital energy = 0.77 eV
Total charge = 0
ΔE to the lowest compared entry with this formula, charge and spin = 1.902 eV

CARTESIAN COORDINATES (ANGSTROEM)
C  1.133  0.280  1.284
C  -1.558  1.513  0.642
C  0.495  -1.873  -1.252
O  -1.042  0.510  -0.188
F  1.008  0.954  -1.455
P  0.437  -0.048  -0.237
H  0.831  -0.571  1.883
H  2.226  0.385  1.206
H  -1.775  1.071  1.563
H  -2.344  1.944  0.153
H  -0.873  2.469  0.689
H  1.360  -2.538  -0.858
H  -0.557  -2.263  -1.051
H  0.660  -1.834  -2.379